(1)
DFT (ωB97M-V/def2-TZVPD) results for 7 unconnected molecules or ions with the total composition C39H73Br13ClN2 in a non-equilibrium geometry.

```
128
C39H73Br13ClN2 ωB97M-V/def2-TZVPD
C -4.10454 3.06872 3.91248
C -3.96741 4.51519 3.31312
C -4.24416 4.63677 1.76138
C -4.38479 3.27610 0.99211
C -2.96950 2.62681 0.63470
C -2.61935 2.71277 -0.90274
C -2.14864 1.33172 -1.51753
C -2.05994 1.46081 -3.10295
C -0.80520 0.70973 -3.71218
C -0.07555 1.57092 -4.82834
C 1.23179 2.23579 -4.24996
C 2.50580 1.28078 -4.34986
C 3.47729 1.68838 -3.17867
C 4.56026 0.53862 -2.92922
C 4.49702 0.17497 -1.38462
C 5.87511 -0.49695 -0.95930
C 5.58537 -2.05295 -0.77382
C 5.32975 -2.39662 0.74147
C 3.88270 -2.07125 1.21698
C 2.74404 -2.74812 0.59943
C 2.83328 -3.76844 -0.55506
C 1.53915 -4.64375 -0.72939
C 0.48555 -4.08212 -1.76920
C 0.67351 -4.62764 -3.23564
C 0.38206 -2.51165 -1.84355
C 1.45179 -2.36153 1.19346
N 1.49509 -1.42989 2.17054
Cl -0.06376 -1.02409 2.81956
N 2.46666 -0.78145 2.71448
C 3.69361 -1.08150 2.28328
Br 5.15614 -0.13159 3.14505
H -4.21648 3.19822 5.02776
H -5.04388 2.54893 3.59211
H -3.19247 2.43372 3.78238
H -2.97895 4.91784 3.63998
H -4.74135 5.14719 3.83196
H -5.11404 5.28701 1.50655
H -3.34307 5.15072 1.31849
H -5.08569 2.54493 1.45909
H -4.83801 3.52803 -0.00517
H -2.88122 1.56793 0.97622
H -2.20982 3.26782 1.16404
H -1.79515 3.44330 -1.13175
H -3.48493 3.03868 -1.54485
H -2.98980 0.61217 -1.32573
H -1.18303 0.96397 -1.09724
H -2.96966 1.02894 -3.60122
H -2.01869 2.54002 -3.42064
H -0.04504 0.46967 -2.92570
H -1.17056 -0.21373 -4.23578
H -0.72144 2.40622 -5.20794
H 0.23533 0.94155 -5.70142
H 1.08676 2.43597 -3.15707
H 1.49497 3.16958 -4.80259
H 3.02943 1.54110 -5.30745
H 2.20437 0.20460 -4.30597
H 4.04205 2.63064 -3.39072
H 2.88827 1.79811 -2.23074
H 4.31042 -0.39800 -3.49157
H 5.58828 0.88428 -3.19518
H 3.69144 -0.59620 -1.24346
H 4.31148 1.07433 -0.74619
H 6.26438 -0.09182 0.00952
H 6.67178 -0.31048 -1.71938
H 4.79413 -2.42032 -1.46172
H 6.54436 -2.56447 -1.06786
H 6.11342 -1.86530 1.33205
H 5.49514 -3.49332 0.94705
H 3.04730 -3.27619 -1.53547
H 3.69965 -4.44182 -0.33745
H 1.00489 -4.84570 0.23261
H 1.88154 -5.63760 -1.12703
H -0.52440 -4.44663 -1.43217
H -0.33509 -4.56740 -3.73163
H 1.33918 -3.96575 -3.85107
H 0.96960 -5.70298 -3.27941
H 1.36320 -1.99620 -1.99438
H -0.22649 -2.26775 -2.75791
H -0.20386 -2.06573 -0.99370
H 0.49880 -2.81744 0.85065
Br -5.60285 3.20550 -2.72850
C -7.37506 3.99856 -2.91777
C -7.43634 5.36183 -2.28068
Br -7.54912 5.23166 -0.34048
H -8.08396 3.29388 -2.49294
H -7.54025 4.07089 -3.99263
H -8.34223 5.88506 -2.58425
H -6.57081 5.97991 -2.50786
Br 9.36450 0.30043 0.73122
C 8.69514 0.64135 2.52823
C 9.75302 1.26778 3.39999
Br 11.05671 -0.05236 3.98698
H 8.32699 -0.30693 2.91389
H 7.85628 1.32540 2.39253
H 9.31087 1.65870 4.31613
H 10.30507 2.06029 2.90053
Br 4.91605 -5.80514 -2.60878
C 4.81353 -7.17026 -1.21987
C 6.16910 -7.45260 -0.62703
Br 7.24880 -8.55076 -1.81608
H 4.34873 -8.04488 -1.66861
H 4.14463 -6.75571 -0.46314
H 6.07113 -8.03549 0.28860
H 6.74255 -6.55170 -0.41910
Br -10.89140 3.92956 -2.36747
C -12.07412 5.36882 -1.79540
C -11.75431 5.81360 -0.39132
Br -12.42919 4.54756 0.92458
H -13.09266 5.00700 -1.91116
H -11.89821 6.17908 -2.50281
H -12.25619 6.75410 -0.16570
H -10.68702 5.92209 -0.20896
Br 6.67992 -9.73262 2.31805
C 5.22491 -9.67187 3.61098
C 4.33274 -8.47940 3.37668
Br 5.15556 -6.83317 4.01823
H 5.67870 -9.68401 4.59883
H 4.67054 -10.59765 3.45914
H 3.40880 -8.57599 3.94608
H 4.09383 -8.32478 2.32698
Br -8.08690 4.61301 4.92808
C -7.41378 3.90862 6.61423
C -7.30133 4.99129 7.65557
Br -5.74104 6.11418 7.34159
H -6.46602 3.42097 6.39849
H -8.14304 3.15820 6.91904
H -7.14619 4.55719 8.64288
H -8.16623 5.64960 7.68414
```

As for the charge: +1. Its spin multiplicity is 1. For the calculated total energy, the calculation gives -967672.2216 eV. The calculation puts the HOMO energy at -11.20 eV.

Atom charges from the Mulliken analysis, given in e for atoms 1 to 99:
1 C -0.943
2 C -0.287
3 C -0.742
4 C 0.394
5 C -0.693
6 C 0.044
7 C -0.409
8 C -0.977
9 C 0.147
10 C -1.179
11 C -0.659
12 C -0.584
13 C -0.711
14 C -0.708
15 C -0.137
16 C -0.340
17 C -0.457
18 C -0.989
19 C 0.787
20 C 0.631
21 C 0.445
22 C -1.226
23 C 0.514
24 C -1.464
25 C -0.901
26 C -0.687
27 N 0.556
28 Cl 0.012
29 N -0.900
30 C -0.136
31 Br -0.054
32 H 0.314
33 H 0.263
34 H 0.226
35 H 0.240
36 H 0.251
37 H 0.264
38 H 0.274
39 H 0.338
40 H -0.497
41 H 0.320
42 H 0.280
43 H 0.311
44 H -0.549
45 H 0.307
46 H 0.222
47 H 0.260
48 H 0.526
49 H -0.174
50 H 0.424
51 H 0.392
52 H 0.412
53 H 0.265
54 H 0.495
55 H 0.282
56 H 0.366
57 H 0.252
58 H 0.318
59 H 0.271
60 H 0.463
61 H -0.317
62 H 0.560
63 H -0.147
64 H 0.547
65 H 0.113
66 H 0.440
67 H 0.413
68 H 0.292
69 H -0.003
70 H 0.115
71 H 0.515
72 H 0.256
73 H 0.360
74 H 0.419
75 H 0.265
76 H 0.378
77 H -0.088
78 H 0.353
79 H 0.286
80 H 0.581
81 Br -0.049
82 C -0.573
83 C -0.629
84 Br -0.090
85 H 0.281
86 H 0.374
87 H 0.347
88 H 0.438
89 Br -0.117
90 C -0.514
91 C -0.674
92 Br -0.126
93 H 0.345
94 H 0.286
95 H 0.397
96 H 0.391
97 Br -0.108
98 C -0.474
99 C 0.157

---

(2)
DFT (ωB97M-V/def2-TZVPD) results for 3 unconnected molecules or ions with the total composition C39H73Br3FN5O4P in a non-equilibrium geometry.

```
126
C39H73Br3FN5O4P ωB97M-V/def2-TZVPD
C 1.09318 -6.04587 6.20944
C 2.06790 -4.82677 5.81110
O 3.04729 -4.51206 6.54067
N 1.76475 -4.08943 4.55619
C 2.98607 -4.25408 3.70430
C 2.86012 -3.60394 2.23782
C 1.46357 -3.96226 1.51504
C 0.33321 -2.83443 1.62834
C 0.41676 -1.65193 0.54990
C 1.81845 -1.20456 -0.07128
C 2.50640 -2.23333 -1.07206
O 1.94808 -3.08476 -1.79831
N 4.00297 -2.12110 -1.18510
C 4.57937 -3.30581 -1.89104
C 4.20092 -0.95501 -2.12072
O -0.51221 -2.14992 -0.46854
P -1.61092 -1.01541 -1.16774
N -0.30901 -0.62838 -2.35320
F -2.17324 -2.08682 -2.47191
C -2.64912 0.31692 -2.14731
C -3.12557 1.56335 -1.23798
C -4.30507 2.31761 -2.08772
Br -3.32113 3.54395 -3.36092
C -3.18582 -1.60358 -0.28330
C -3.18226 -3.07593 0.29285
C -2.66504 -4.35862 -0.39075
C -2.69262 -5.78691 0.24861
C -3.27636 -5.96708 1.67237
C -3.85029 -4.71373 2.36962
C -3.82409 -3.27980 1.72294
C -4.47945 -2.11874 2.59463
O -1.19027 0.22686 -0.00174
C -0.33274 -0.30548 1.07057
C -1.38669 -0.40550 2.28340
C 0.52423 0.99775 1.44808
Br 0.31227 2.63368 0.29793
C 1.43292 1.14550 2.52038
C 2.17116 2.54158 2.77578
Br 1.81346 -0.36401 3.72477
H 0.30272 -6.27044 5.40714
H 0.60279 -5.79705 7.20844
H 1.73679 -6.98378 6.34394
H 0.94345 -4.58021 4.17448
H 3.34980 -5.33441 3.59614
H 3.83551 -3.68924 4.24800
H 3.69068 -4.10460 1.60375
H 3.07699 -2.48454 2.20175
H 1.60095 -4.31446 0.42439
H 1.05282 -4.89449 2.07004
H -0.67401 -3.37180 1.43871
H 0.29536 -2.49939 2.71892
H 2.51553 -0.96202 0.82053
H 1.73658 -0.21151 -0.66084
H 5.72433 -3.24232 -1.74483
H 4.24026 -4.26519 -1.38086
H 4.32930 -3.23917 -3.00296
H 4.02287 0.04361 -1.56616
H 5.23078 -0.93833 -2.60974
H 3.41034 -0.99048 -2.96124
H 0.02355 0.33937 -2.26538
H -0.56901 -0.87905 -3.31132
H -3.57692 -0.15108 -2.65847
H -2.04409 0.77934 -3.01408
H -3.57341 1.27515 -0.23033
H -2.28894 2.35455 -1.15670
H -4.94977 1.56401 -2.66861
H -4.99337 2.94308 -1.41561
H -4.05013 -1.54477 -1.05029
H -3.44795 -0.79613 0.50114
H -2.20390 -4.29120 -1.42836
H -2.27763 -6.70256 -0.30615
H -3.31170 -6.95314 2.23821
H -4.30472 -4.82991 3.41085
H -5.37506 -2.54450 3.17728
H -4.89223 -1.24917 1.95405
H -3.77006 -1.63618 3.35699
H -0.98497 -0.01168 3.29008
H -1.85704 -1.43301 2.43135
H -2.25639 0.30832 2.01500
H 2.87059 2.76498 1.90442
H 1.44293 3.40567 3.01020
H 2.79867 2.41029 3.73262
C 7.33816 -2.60557 2.24710
C 7.93439 -1.20787 2.15287
N 7.33563 -0.38726 1.10725
C 8.09342 0.82752 0.81923
C 8.20599 1.87162 1.92903
C 5.88597 -0.22053 1.17126
C 5.29352 0.37546 2.44695
H 7.37835 -3.12306 1.28459
H 7.90106 -3.20340 2.97014
H 6.29909 -2.58632 2.58713
H 9.00127 -1.33289 1.93437
H 7.86966 -0.72791 3.13766
H 7.68016 1.30670 -0.07534
H 9.10811 0.52937 0.53108
H 7.27353 2.42167 2.06290
H 8.97212 2.60683 1.66403
H 8.49579 1.43335 2.88655
H 5.42280 -1.19997 1.00767
H 5.55228 0.37599 0.31441
H 5.71519 -0.06631 3.35259
H 4.21575 0.19180 2.46771
H 5.43130 1.45717 2.49039
C -5.91881 9.34970 -6.02777
C -5.92613 7.82721 -6.02777
N -5.99296 7.24302 -4.69392
C -5.70231 5.80939 -4.67357
C -6.66913 4.88195 -5.40709
C -7.11486 7.66523 -3.86198
C -8.52609 7.43621 -4.39978
H -5.11836 9.74555 -5.39662
H -5.75650 9.72215 -7.04362
H -6.86986 9.76463 -5.68256
H -4.99363 7.50653 -6.50551
H -6.74452 7.47694 -6.66969
H -5.61154 5.47406 -3.63567
H -4.70465 5.66324 -5.10013
H -7.60309 4.75421 -4.85745
H -6.22043 3.88901 -5.50399
H -6.90029 5.23257 -6.41572
H -7.00134 8.73532 -3.65372
H -7.03143 7.19347 -2.87637
H -8.63013 7.73465 -5.44517
H -9.23944 8.03035 -3.81970
H -8.83156 6.39368 -4.30331
```

As for the charge: -1. Its spin multiplicity is 1. For the calculated total energy, the calculation gives -279395.0820 eV. The calculation puts the HOMO energy at -4.50 eV.

Atom charges from the Mulliken analysis, given in e for atoms 1 to 99:
1 C -0.884
2 C 0.588
3 O -0.595
4 N -0.016
5 C -1.156
6 C 1.063
7 C -1.539
8 C 0.141
9 C 1.759
10 C 0.824
11 C -0.772
12 O -0.548
13 N 0.705
14 C -0.978
15 C -1.136
16 O -0.009
17 P 0.572
18 N -0.760
19 F -0.707
20 C -1.122
21 C 0.205
22 C -0.733
23 Br -0.213
24 C -0.031
25 C 0.306
26 C -0.404
27 C -0.580
28 C -0.524
29 C -0.643
30 C 0.780
31 C -1.176
32 O -0.046
33 C 1.334
34 C -1.066
35 C -1.026
36 Br -0.175
37 C 0.032
38 C -1.421
39 Br -0.011
40 H 0.306
41 H 0.281
42 H 0.251
43 H 0.124
44 H 0.353
45 H 0.332
46 H 0.187
47 H -0.757
48 H 0.525
49 H 0.662
50 H -0.932
51 H 0.457
52 H -0.808
53 H 0.609
54 H 0.279
55 H 0.242
56 H 0.320
57 H 0.128
58 H 0.359
59 H 0.467
60 H 0.206
61 H 0.305
62 H 0.242
63 H 0.336
64 H 0.004
65 H 0.071
66 H 0.385
67 H 0.432
68 H 0.721
69 H -0.566
70 H 0.306
71 H 0.302
72 H 0.314
73 H 0.275
74 H 0.460
75 H 0.212
76 H 0.173
77 H 0.317
78 H -0.136
79 H 0.246
80 H 0.306
81 H 0.357
82 H 0.358
83 C -1.140
84 C -0.368
85 N 0.217
86 C -0.657
87 C -0.972
88 C -0.437
89 C -0.191
90 H 0.280
91 H 0.462
92 H 0.039
93 H 0.491
94 H 0.271
95 H 0.317
96 H 0.453
97 H 0.223
98 H 0.404
99 H 0.263